[1]
An isolated molecule of ClH5N3OP at a distorted geometry. Source: the OMol25 dataset; level of theory: the ωB97M-V functional and the def2-TZVPD basis.

The geometry in XYZ format:
```
11
Properties=species:S:1:pos:R:3:forces:R:3
N -1.490208 1.344880 0.065974 -1.79 -1.94 0.12
N -0.448157 0.590438 0.600210 2.49 -1.57 -0.40
P 0.793205 -0.077517 -0.393084 -4.91 -0.28 -4.11
N 0.835954 -1.771326 -0.028302 -1.63 0.25 0.31
O 0.512899 0.324389 -1.885049 1.30 -1.52 4.75
Cl 2.356808 0.531954 0.519381 2.38 0.69 0.84
H -2.136775 0.633750 -0.413506 1.10 1.70 0.82
H -1.091611 1.906855 -0.645891 0.16 0.74 -0.90
H -0.129712 0.630878 1.572369 -1.08 0.80 -0.38
H 0.861406 -1.873710 1.040314 -0.19 -0.01 -2.17
H -0.063810 -2.240587 -0.432413 2.17 1.14 1.11
```
Forces are in eV/Å.

Properties
ΔE to the lowest compared entry with this formula, charge and spin   23.7 kcal/mol
Maximum force   0.1246 Eh/bohr
SMILES   NN[P@@](N)(=O)Cl
E_HOMO   -9.6 eV
Net charge   0

Calculated atomic charges, method natural (NBO), unit e: -0.6174, -0.8348, 1.9951, -1.1700, -1.0407, -0.2263, 0.3444, 0.3602, 0.3813, 0.3969, 0.4114


[2]
A structure of composition ClH5N3PS at a distorted geometry. Source: the OMol25 dataset; level of theory: the ωB97M-V functional and the def2-TZVPD basis.

The geometry in XYZ format:
```
11
Properties=species:S:1:pos:R:3:forces:R:3
N 0.077730 -0.865500 1.270976 -0.26 0.04 2.11
N 0.674315 -0.665667 -1.107134 -0.07 -1.88 -4.16
N -1.175001 1.120789 0.044964 -1.02 0.57 0.15
P 0.159587 0.309703 0.104935 0.17 -1.38 -0.56
S 1.451928 1.894865 -0.301784 -0.46 0.10 0.81
Cl -2.551276 0.080745 0.125977 -0.39 -0.01 0.00
H 0.730381 -1.686364 1.362617 -1.20 1.58 0.03
H -0.672036 -0.682131 2.035648 2.18 -0.66 -1.79
H 0.533075 -1.704529 -1.143055 -0.16 1.62 0.57
H 0.532670 -0.322478 -2.135371 0.62 -0.43 2.84
H 0.238625 2.520568 -0.257777 0.59 0.46 -0.02
```
Forces are in eV/Å.

Properties
ΔE to the lowest compared entry with this formula, charge and spin   32.2 kcal/mol
Maximum force   0.0887 Eh/bohr
E_HOMO   -8.5 eV
Net charge   0

Calculated atomic charges, method natural (NBO), unit e: -1.2180, -1.2526, -1.1138, 1.9100, -0.2903, 0.0477, 0.4258, 0.4424, 0.4109, 0.4254, 0.2127


[3]
A structure of composition ClH8O4Zn at a distorted geometry. Source: the OMol25 dataset; level of theory: the ωB97M-V functional and the def2-TZVPD basis.

The geometry in XYZ format:
```
14
Properties=species:S:1:pos:R:3:forces:R:3
Zn -1.138562 0.171486 3.850884 0.15 0.03 -1.16
Cl -0.814072 0.304046 1.537914 -0.30 -0.04 1.16
O 1.352128 -1.667594 -0.503436 0.11 -0.28 -0.01
H 0.546428 -1.373424 -0.078546 -0.27 -0.01 0.14
H 1.489698 -1.043034 -1.215636 0.04 0.21 -0.23
O 2.488548 0.342786 1.541484 0.45 0.07 0.01
H 2.488308 0.582126 2.468284 0.06 0.10 0.20
H 1.575348 0.434556 1.269694 -0.25 -0.10 -0.07
O -0.289452 1.045016 -1.623876 0.08 -0.25 -0.23
H -0.369832 1.968946 -1.860786 -0.02 0.24 -0.14
H -0.301112 1.040786 -0.666756 0.12 0.11 0.43
O -2.715302 -0.674224 -1.481826 -0.51 -0.25 0.17
H -2.195012 -1.072554 -2.179576 0.17 -0.02 -0.15
H -2.117112 -0.058914 -1.057816 0.17 0.18 -0.10
```
Forces are in eV/Å.

Properties
ΔE to the lowest compared entry with this formula, charge and spin   0.0 kcal/mol
Maximum force   0.0234 Eh/bohr
E_HOMO (alpha / beta)   -9.8 / -10.8 eV
<S²>   0.753
Net charge   0
Multiplicity   2

Calculated atomic charges, method natural (NBO), unit e: 0.8040, -0.7906, -0.9360, 0.4633, 0.4724, -0.9329, 0.4536, 0.4723, -0.9531, 0.4782, 0.4734, -0.9474, 0.4697, 0.4732


[4]
A cluster of 2 separate species, ClHNOPS in total at a distorted geometry. Source: the OMol25 dataset; level of theory: the ωB97M-V functional and the def2-TZVPD basis.

The geometry in XYZ format:
```
6
Properties=species:S:1:pos:R:3:forces:R:3
N -0.174640 0.080166 -0.429196 2.90 2.55 0.99
O -2.492568 1.718678 1.571698 0.23 -0.22 -0.27
P -1.129724 1.987982 1.141596 0.69 -1.11 -1.05
S -1.181241 -0.885189 -1.098143 -0.46 -0.66 -0.39
Cl -1.710918 0.184880 -2.767975 -0.63 0.16 -0.88
H 0.758701 0.351231 -0.987574 -2.74 -0.71 1.60
```
Forces are in eV/Å.

Properties
ΔE to the lowest compared entry with this formula, charge and spin   63.2 kcal/mol
Maximum force   0.0775 Eh/bohr
E_HOMO (alpha / beta)   -8.0 / -7.5 eV
Net charge   0

Calculated atomic charges, method natural (NBO), unit e: -1.1104, -0.9340, 1.3643, 0.5864, -0.2941, 0.3877


[5]
A cluster of 2 separate species, ClHOS in total. Source: the OMol25 dataset; level of theory: the ωB97M-V functional and the def2-TZVPD basis.

The geometry in XYZ format:
```
4
Properties=species:S:1:pos:R:3:forces:R:3
O 1.601975 1.028795 1.405886 -0.42 0.40 -0.48
S -0.496918 -0.966527 0.289473 -0.01 -0.07 0.02
Cl 2.424271 0.161036 2.379962 0.42 -0.42 0.49
H -0.161500 -2.039011 1.030479 0.00 0.09 -0.03
```
Forces are in eV/Å.

Properties
ΔE to the lowest compared entry with this formula, charge and spin   0.0 kcal/mol
Maximum force   0.0150 Eh/bohr
E_HOMO (alpha / beta)   -10.0 / -9.5 eV
<S²>   2.008
Net charge   0
Multiplicity   3

Calculated atomic charges, method natural (NBO), unit e: -0.4324, -0.1026, 0.4443, 0.0907


[6]
A cluster of 2 separate species, ClIO2S in total at a distorted geometry. Source: the OMol25 dataset; level of theory: the ωB97M-V functional and the def2-TZVPD basis.

The geometry in XYZ format:
```
5
Properties=species:S:1:pos:R:3:forces:R:3
O 2.118572 0.832117 -0.624495 -0.34 -2.59 0.70
O 1.821782 -1.195073 0.908930 0.20 1.23 -1.98
S 1.929358 -0.612323 -0.429883 0.12 1.37 1.28
Cl -3.375461 1.562250 0.186262 0.16 -0.34 -0.05
I -2.494252 -0.586971 -0.040812 -0.13 0.33 0.05
```
Forces are in eV/Å.

Properties
ΔE to the lowest compared entry with this formula, charge and spin   2.5 kcal/mol
Maximum force   0.0525 Eh/bohr
E_HOMO   -10.1 eV
Net charge   0

Calculated atomic charges, method natural (NBO), unit e: -0.8010, -0.8068, 1.6061, -0.2437, 0.2454


[7]
A cluster of 2 separate species, ClIS in total at a distorted geometry. Source: the OMol25 dataset; level of theory: the ωB97M-V functional and the def2-TZVPD basis.

The geometry in XYZ format:
```
3
Properties=species:S:1:pos:R:3:forces:R:3
S -2.515670 -0.350609 -0.000711 1.75 0.25 0.00
Cl -0.525256 -0.080261 -0.000160 -1.20 -0.18 0.00
I 3.040926 0.430870 0.000871 -0.55 -0.07 0.00
```
Forces are in eV/Å.

Properties
ΔE to the lowest compared entry with this formula, charge and spin   84.4 kcal/mol
Maximum force   0.0345 Eh/bohr
E_HOMO (alpha / beta)   -8.1 / -8.1 eV
Net charge   0

Calculated atomic charges, method natural (NBO), unit e: 0.1418, 0.0511, -0.1929


[8]
A structure of composition ClLiPb. Source: the OMol25 dataset; level of theory: the ωB97M-V functional and the def2-TZVPD basis.

The geometry in XYZ format:
```
3
Properties=species:S:1:pos:R:3:forces:R:3
Pb -20.372750 -18.113230 -10.778160 0.51 -0.71 0.38
Li -17.145060 -21.983980 -9.669280 -0.56 0.58 0.01
Cl -18.838710 -20.255690 -9.599590 0.05 0.13 -0.39
```
Forces are in eV/Å.

Properties
Maximum force   0.0185 Eh/bohr
E_HOMO (alpha / beta)   -11.0 / -14.5 eV
<S²>   0.752
Net charge   +1
Multiplicity   2

Calculated atomic charges, method natural (NBO), unit e: 0.8745, 0.9803, -0.8548


[9]
A structure of composition ClMg3. Source: the OMol25 dataset; level of theory: the ωB97M-V functional and the def2-TZVPD basis.

The geometry in XYZ format:
```
4
Properties=species:S:1:pos:R:3:forces:R:3
Mg 0.660377 -11.636422 -2.708378 -0.21 -0.11 -0.34
Mg 2.511651 -5.451212 1.724758 -0.07 0.07 0.04
Mg 3.978958 -12.607529 4.347263 0.09 -0.18 0.31
Cl 2.079302 -9.699046 1.297238 0.19 0.22 -0.01
```
Forces are in eV/Å.

Properties
ΔE to the lowest compared entry with this formula, charge and spin   0.0 kcal/mol
Maximum force   0.0081 Eh/bohr
E_HOMO   -24.1 eV
Net charge   +5

Calculated atomic charges, method natural (NBO), unit e: 1.9328, 1.9014, 1.9264, -0.7607